Density functional theory data (wB97M-V/def2-TZVPD) for a structure of composition C8H29CaN8O7.

The HOMO-LUMO gap comes out at 6.021 eV. The net charge is +1. The value obtained for the energy above the lowest of the compared OMol25 structures with the same formula, charge and spin is 895.75 kJ/mol. The HOMO energy is -11.6 eV. The calculation puts the LUMO energy at -0.2058 Eh. As for the spin multiplicity: 1.

Each line ends with the natural charge from an NBO analysis.
Cartesian coordinates (Å):
N (12.0294, 18.4385, 4.5364)  -0.8335
H (12.6253, 16.6517, 6.0662)  0.3803
H (18.6450, 21.1196, 4.8241)  0.4138
N (14.2089, 23.3340, 2.8927)  -0.8290
H (12.8385, 17.9101, 8.9023)  0.1566
C (13.5113, 18.6538, 9.3293)  -0.2530
H (17.7486, 15.2922, 9.0756)  0.1868
Ca (16.9857, 15.6521, 2.7129)  1.9006
H (17.2056, 15.7689, 6.3504)  0.4906
C (15.3600, 17.2916, 5.5801)  -0.0311
H (15.8329, 21.0664, 3.8201)  0.3991
N (18.5142, 20.1360, 5.0125)  -0.8379
H (15.0476, 16.6533, 6.4065)  0.1512
N (13.0486, 17.2996, 1.9494)  -0.7709
C (14.0564, 17.0456, 1.2541)  0.7756
O (15.1970, 17.0826, 1.6580)  -0.8431
H (16.3633, 16.0256, 8.2301)  0.1540
H (19.9767, 17.4533, 4.9183)  0.3974
H (14.4880, 16.5399, -0.5258)  0.4167
C (11.1703, 17.8818, 5.2762)  0.7303
H (11.6817, 19.2436, 4.0354)  0.4154
O (16.4150, 16.6085, 4.8939)  -1.1112
N (13.6949, 16.6375, 0.0920)  -0.7885
H (14.5340, 18.2773, 9.3060)  0.1785
N (19.2925, 18.1764, 5.0889)  -0.8348
O (9.9884, 18.1942, 5.3180)  -0.6598
H (12.4324, 19.7022, 8.1748)  0.4702
C (17.4505, 16.0024, 8.3044)  -0.2473
H (12.6986, 16.6535, -0.0727)  0.4099
H (11.1497, 16.5216, 6.7767)  0.4122
H (17.6465, 19.7334, 5.3367)  0.3819
H (17.8713, 16.9592, 8.6137)  0.1674
H (12.1225, 17.1778, 1.5651)  0.3976
O (14.7438, 21.3791, 1.8004)  -0.7016
H (13.1566, 17.9574, 2.7081)  0.4185
H (14.4339, 17.4025, 5.0161)  0.1066
H (14.3821, 23.7821, 3.7812)  0.3878
N (15.4301, 21.9913, 3.8697)  -0.8325
H (15.4039, 22.6266, 4.6544)  0.4023
H (14.9380, 19.1976, 6.6673)  0.2559
O (17.8077, 15.4747, 7.0379)  -0.7687
C (19.5670, 19.4043, 4.9450)  0.7291
H (15.7294, 19.3049, 5.1620)  0.1861
H (13.4619, 23.4202, 2.2185)  0.4162
C (15.7011, 18.7003, 6.0685)  -0.6619
H (16.6558, 18.6698, 6.5936)  0.2123
O (13.2888, 19.8455, 8.5842)  -0.7302
H (18.3562, 17.8531, 5.2862)  0.4006
C (14.8421, 22.1830, 2.7415)  0.7588
N (11.6888, 17.0292, 6.0898)  -0.8258
O (20.6466, 19.8904, 4.7562)  -0.6613
H (13.1161, 18.8548, 10.3251)  0.1834
H (13.0273, 18.3342, 4.6522)  0.3785

Cartesian forces (eV/Å) of the 6 atoms listed first:
3.90 3.78 -5.03
-0.01 0.49 -0.45
-0.33 -0.19 0.35
-1.56 1.74 -2.24
0.27 -0.56 0.09
-1.40 -0.01 0.09

Density functional theory data (wB97M-V/def2-TZVPD) for a cluster of 2 separate species, C6H6N2O3S in total.

The HOMO-LUMO gap comes out at 9.029 eV. The value obtained for the energy above the lowest of the compared OMol25 structures with the same formula, charge and spin is 469.49 kJ/mol. The HOMO energy is -9.7 eV. The calculation puts the LUMO energy at -0.0245 Eh. As for the spin multiplicity: 1.

Each line ends with the natural charge from an NBO analysis.
Cartesian coordinates (Å):
C (-1.7855, 0.4371, -0.6098)  -0.2317
C (-1.5123, 1.5241, 0.2164)  -0.1938
H (-1.5083, -1.6919, -1.1675)  0.2424
H (-2.5545, 0.6243, -1.3504)  0.2212
O (0.9518, 0.0984, 2.3515)  -0.3465
H (1.1979, -1.5266, -3.2704)  0.3915
O (1.3730, 0.9631, -2.7366)  -0.8757
C (-0.0678, 0.0764, 1.3290)  0.2527
H (-1.9199, 2.5329, 0.0547)  0.2272
C (-1.2092, -0.8298, -0.4697)  -0.1872
H (0.4071, -1.8425, 0.7353)  0.2651
C (-0.4979, 1.3908, 1.1488)  -0.2384
H (-0.2237, 2.1997, 1.8770)  0.2460
O (2.7971, -0.7496, 3.0695)  -0.2921
N (1.9726, -0.7629, 2.1801)  0.3364
S (1.5442, -0.0113, -1.6814)  1.4701
C (-0.2922, -0.9831, 0.5116)  -0.3055
N (1.3277, -1.4492, -2.1883)  -0.9818

Cartesian forces (eV/Å) of the 6 atoms listed first:
-1.28 0.06 -0.41
1.07 0.69 -0.36
0.63 1.57 1.14
0.09 -0.36 -0.18
-0.48 -0.13 0.70
0.18 0.45 2.40

Density functional theory data (wB97M-V/def2-TZVPD) for a structure of composition C11H14BMnN7S.

The HOMO-LUMO gap (alpha / beta) comes out at 8.125 / 8.555 eV. The value obtained for the energy above the lowest of the compared OMol25 structures with the same formula, charge and spin is 62.13 kJ/mol. The HOMO energy (alpha / beta) is -7.6 / -8.1 eV. The calculation puts the LUMO energy (alpha / beta) at 0.0199 / 0.0179 Eh. As for the spin multiplicity: 6.

Each line ends with the natural charge from an NBO analysis.
Cartesian coordinates (Å):
C (0.1883, 2.2973, -1.7210)  0.0019
N (-2.0188, -0.6542, 0.3598)  -0.3300
H (-3.8394, -0.5722, 3.0548)  0.2303
C (3.5256, 0.9361, 0.7452)  -0.7845
C (-1.7874, 0.0001, 2.4426)  0.0022
H (-2.3501, -1.4337, -1.7704)  -0.0223
N (0.8892, 1.6792, 2.0984)  -0.8304
N (-1.0577, 0.4675, -1.6360)  -0.3119
S (1.1999, 3.7675, 3.9202)  -0.1596
N (-0.0368, 1.1716, -0.9930)  -0.4413
Mn (0.8047, 0.4793, 0.6190)  1.4240
H (2.7291, -2.0910, 0.3532)  0.2225
C (1.0339, 2.5797, 2.8824)  0.1933
H (-2.2209, 0.7498, -3.3694)  0.2293
C (-3.1951, -0.9102, 0.9606)  0.0048
H (-0.7223, 3.0612, -3.5870)  0.2351
H (2.5504, 0.3315, 0.8393)  0.1017
C (-1.4391, 1.1431, -2.7303)  0.0245
H (3.4595, 1.7858, 0.0500)  0.2262
C (-3.0893, -0.5118, 2.2923)  -0.3555
N (-0.2428, -1.7536, -0.8963)  -0.2941
H (0.9454, 3.0097, -1.4063)  0.2275
H (-4.0104, -1.3380, 0.3907)  0.2224
H (-1.3175, 0.4315, 3.3163)  0.2350
C (-0.6776, 2.3037, -2.8245)  -0.3512
C (1.3420, -3.3175, -0.9227)  -0.3534
H (4.2959, 0.2353, 0.3939)  0.2192
H (3.8104, 1.3029, 1.7423)  0.2459
N (0.8242, -1.2640, -0.1314)  -0.4424
H (-0.6528, -3.4739, -1.9940)  0.2295
N (-1.1334, -0.0874, 1.2651)  -0.4054
B (-1.5308, -0.8995, -1.0861)  0.5442
C (0.0664, -2.9681, -1.3643)  0.0271
H (1.8731, -4.2266, -1.1390)  0.2364
C (1.7842, -2.2311, -0.1543)  -0.0009

Cartesian forces (eV/Å) of the 6 atoms listed first:
-0.98 -1.55 0.12
0.30 0.49 1.04
-0.18 -0.03 0.08
-0.01 -0.64 0.17
-0.26 -0.42 -1.44
0.05 0.02 -0.07

Density functional theory data (wB97M-V/def2-TZVPD) for a structure of composition C27H35BrN4P2Pd.

The HOMO-LUMO gap (alpha / beta) comes out at 7.601 / 6.036 eV. The value obtained for the energy above the lowest of the compared OMol25 structures with the same formula, charge and spin is 0.00 kJ/mol. The HOMO energy (alpha / beta) is -7.1 / -8.5 eV. The calculation puts the LUMO energy (alpha / beta) at 0.0188 / -0.0898 Eh. As for the spin multiplicity: 3.

Each line ends with the natural charge from an NBO analysis.
Cartesian coordinates (Å):
H (0.3002, 0.9676, 4.0524)  0.1994
H (4.1772, 1.1938, 3.3511)  0.2072
H (-0.5595, 2.2746, -4.3244)  0.2419
C (-5.6386, -2.1945, -0.6189)  -0.2629
C (-4.2876, -2.3049, -0.3773)  -0.0862
C (-1.8939, -0.9577, 2.7332)  -0.0556
H (-2.0672, -2.7888, -1.4223)  0.2603
H (3.0783, -3.8719, -2.0311)  0.2303
C (1.2915, 1.1517, 3.6182)  -0.1676
H (-0.4730, -2.3154, -0.8439)  0.2635
C (-1.3902, -1.9412, -1.3115)  -0.8037
C (3.7334, 1.7475, 4.1825)  -0.4457
H (-1.9932, -0.6637, -3.0079)  0.2785
C (1.3651, -0.3275, -4.7830)  -0.0836
C (3.4059, 3.7797, 2.6169)  -0.1587
H (2.1022, 1.2634, 5.5410)  0.2005
N (0.6805, 0.5673, -3.9310)  -0.6752
C (1.0843, -0.0188, -6.1013)  -0.2661
H (4.3210, 1.4950, 5.0821)  0.2128
N (1.4610, -0.9878, -1.9320)  -0.6874
H (0.6415, -2.9219, -2.5146)  0.2139
H (-1.0556, 2.7335, 1.2089)  0.1990
H (-0.8646, -1.9708, -3.4534)  0.2548
H (1.4464, -0.5620, -6.9605)  0.2254
C (-4.7925, -0.1011, -0.3179)  -0.0358
Br (-2.5240, 2.2915, -2.5061)  -0.4752
C (-1.7003, -2.9089, 1.6121)  -0.0690
N (-3.7484, -1.0218, -0.2319)  -0.6822
C (1.5079, -2.3684, -2.1930)  -0.0768
C (-1.9052, 2.3613, 0.6250)  -0.9318
P (-2.0220, -0.7663, -0.0884)  1.4291
C (3.5604, -1.7239, -1.4802)  -0.2779
H (-3.6486, -3.1779, -0.3422)  0.2061
H (2.4403, 1.4528, 0.3540)  0.2013
H (2.4809, 3.7142, 0.7604)  0.2028
H (5.0091, 3.4749, 3.9733)  0.2143
H (3.4432, 3.8211, 4.7398)  0.2134
H (-6.9530, -0.3804, -0.7046)  0.2299
H (2.9441, 0.4172, -1.1985)  0.2245
Pd (-1.0873, 1.1099, -0.7885)  0.4603
C (2.3129, 1.3376, 4.4624)  -0.1999
H (-1.7083, -4.2137, 3.3531)  0.2315
H (-2.4455, 3.1764, 0.1303)  0.2256
H (-2.0088, 0.1172, 2.8405)  0.2296
C (3.9295, 3.2598, 3.9249)  -0.4322
C (-5.9736, -0.8028, -0.5633)  -0.2953
H (0.4253, 1.5952, 1.7030)  0.2068
H (3.4105, 1.0033, 1.7621)  0.2088
H (-2.5952, 1.7663, 1.2407)  0.1793
H (-4.5785, 0.9569, -0.2317)  0.2363
C (0.2274, 1.1406, -6.0933)  -0.2954
H (-1.9520, -1.8809, 4.7398)  0.2321
H (-6.2898, -3.0299, -0.8302)  0.2261
C (2.8099, 3.1109, 1.6226)  -0.2149
H (-1.6099, -3.5555, 0.7465)  0.2107
H (3.5881, 4.8505, 2.4809)  0.2015
C (1.3019, 1.0709, 2.1190)  -0.4417
C (0.0149, 1.4772, -4.7661)  -0.0472
H (-0.1711, 1.6428, -6.9569)  0.2289
H (4.5987, -1.7638, -1.1870)  0.2295
H (1.9830, -1.0961, -4.3554)  0.2253
C (-1.1290, -1.2539, -2.6655)  -0.7797
C (2.7779, -2.8392, -1.9244)  -0.2882
C (2.5678, 1.6246, 1.4398)  -0.4309
C (-1.7574, -3.2101, 2.9504)  -0.2780
N (-1.7246, -1.5186, 1.4552)  -0.6777
C (2.7379, -0.6037, -1.4858)  -0.0520
H (1.1489, 0.0239, 1.7926)  0.2177
P (0.1215, 0.0559, -2.3549)  1.2825
C (-1.8820, -1.9832, 3.6641)  -0.2666

Cartesian forces (eV/Å) of the 6 atoms listed first:
0.41 -0.06 0.00
0.01 0.06 0.36
-0.03 -0.09 -0.11
0.81 0.25 0.29
-0.52 0.39 -0.38
0.20 -0.49 -0.02

Density functional theory data (wB97M-V/def2-TZVPD) for a cluster of 2 separate species, C2H8NS in total.

The HOMO-LUMO gap comes out at 8.399 eV. The net charge is +1. The value obtained for the energy above the lowest of the compared OMol25 structures with the same formula, charge and spin is 75.92 kJ/mol. The HOMO energy is -13.8 eV. The calculation puts the LUMO energy at -0.1983 Eh. As for the spin multiplicity: 1.

Each line ends with the natural charge from an NBO analysis.
Cartesian coordinates (Å):
C (-1.4343, 0.9536, 0.7135)  0.1380
H (1.7835, 0.3512, 0.6112)  0.2314
H (-0.4769, 1.2872, 0.2249)  0.2329
C (1.7855, 0.0275, -0.4497)  -0.7364
H (1.3371, 0.7875, -1.1028)  0.2242
H (-2.4771, -0.7221, 1.1897)  0.4457
S (0.8754, -1.5589, -0.6351)  -0.0107
N (-1.6700, -0.3090, 0.6561)  -0.5985
H (-2.0907, 1.6358, 1.2242)  0.2386
H (-0.9527, -0.9374, 0.2414)  0.4298
H (2.8093, -0.1708, -0.7819)  0.2561
H (0.5108, -1.3446, -1.8916)  0.1489

Cartesian forces (eV/Å) of the 6 atoms listed first:
1.29 -1.23 -0.84
0.02 -0.28 -0.68
-1.25 -0.14 0.53
0.21 -0.09 0.00
0.19 -0.17 0.30
0.92 0.53 -0.90

Density functional theory data (wB97M-V/def2-TZVPD) for a structure of composition C8H4CrNO5S.

The HOMO-LUMO gap (alpha / beta) comes out at 7.387 / 5.698 eV. The net charge is +2. The value obtained for the energy above the lowest of the compared OMol25 structures with the same formula, charge and spin is 0.00 kJ/mol. The HOMO energy (alpha / beta) is -17.1 / -17.1 eV. The calculation puts the LUMO energy (alpha / beta) at -0.3587 / -0.4202 Eh. As for the spin multiplicity: 4.

Each line ends with the natural charge from an NBO analysis.
Cartesian coordinates (Å):
C (-0.3300, 1.3339, 2.7160)  -0.0597
H (-0.9973, 2.1480, 4.6546)  0.2967
N (-0.8802, 0.7903, 1.5508)  -0.5242
H (-1.2185, -0.0473, -0.2783)  0.1114
C (-2.2208, 0.6986, 1.7004)  -0.1271
O (-1.4988, 2.4042, -1.8278)  -0.2639
O (1.6847, 2.8286, 0.0339)  -0.2628
O (1.2434, -0.8491, -3.0437)  -0.2314
O (1.8681, -1.4271, 1.7471)  -0.2859
C (-1.7254, -2.4158, 0.0838)  0.4809
H (0.7288, 1.4497, 2.7748)  0.2350
C (-0.7263, 1.6732, -1.2922)  0.6180
C (-1.2491, 1.6888, 3.7180)  -0.3767
C (0.8375, -0.5394, -2.0096)  0.6016
C (1.1863, 1.7965, -0.1750)  0.5389
O (-2.5389, -3.0406, 0.6547)  -0.4147
H (-2.9589, 0.2833, 0.9946)  0.2643
C (1.1741, -0.9050, 0.9082)  0.6111
S (-2.8550, 1.2771, 3.2320)  0.6482
Cr (0.1859, 0.2241, -0.4119)  0.1401

Cartesian forces (eV/Å) of the 6 atoms listed first:
-1.63 0.46 0.92
-0.08 0.03 0.25
-1.26 0.15 0.30
-2.09 -0.70 -1.10
-0.48 0.31 1.04
5.47 -4.41 3.57